1.
Here is a molecular structure, C33H32AsBr2F6HfN6O4S in a non-equilibrium geometry from the OMol25 dataset. Energies are from the ωB97M-V functional and the def2-TZVPD basis.

The LUMO energy (alpha / beta) comes out at -5.66 / -7.55 eV. Its expectation value of S² is 0.806. Its HOMO-LUMO gap (alpha / beta) is 7.474 / 6.303 eV. The calculation puts the HOMO energy (alpha / beta) at -0.483 / -0.509 Eh. Its molar mass is 1135.93 u. Its total charge is +2. The calculation puts the total energy at -281235.16104 eV. Its multiplicity is 2.

Structure (XYZ):
```
86
C33H32AsBr2F6HfN6O4S, DFT the ωB97M-V functional and the def2-TZVPD basis
Hf 0.106 0.613 -1.016
O -2.319 -0.035 -0.337
C -2.921 -0.045 0.915
C -4.299 -0.200 0.977
C -4.942 -0.197 2.201
C -4.212 -0.029 3.371
C -2.841 0.125 3.294
C -2.165 0.100 2.074
C -0.670 0.337 2.027
O -0.125 0.090 0.831
N 0.041 -0.517 3.034
N 1.030 -1.235 2.676
C 1.703 -1.884 3.625
C 2.718 -2.775 3.283
Br 2.913 -3.290 1.487
C 3.532 -3.420 4.210
C 3.787 -3.049 5.565
C 4.182 -4.077 6.447
C 4.407 -3.809 7.780
C 4.294 -2.503 8.247
C 3.974 -1.461 7.378
C 3.726 -1.723 6.048
H -3.008 -0.032 -1.029
H -4.865 -0.320 0.059
H -6.016 -0.320 2.241
H -4.710 -0.009 4.331
H -2.288 0.288 4.214
H -0.463 1.364 2.357
H -0.196 -0.411 4.020
H 1.424 -1.793 4.672
H 4.018 -4.324 3.862
H 4.277 -5.088 6.070
H 4.684 -4.607 8.455
H 4.491 -2.289 9.289
H 3.954 -0.443 7.742
H 3.574 -0.905 5.359
C -1.178 2.607 -8.803
C -1.382 2.174 -7.378
C -2.052 3.002 -6.473
C -2.231 2.629 -5.156
C -1.725 1.399 -4.739
C -1.059 0.549 -5.614
C -0.898 0.947 -6.931
S -1.938 0.934 -3.085
O -1.124 -0.282 -2.826
O -3.337 0.848 -2.768
N -1.115 1.958 -2.155
C -1.657 2.774 -1.136
C -2.812 3.533 -1.169
C -3.072 4.313 -0.056
C -2.185 4.313 1.019
C -1.082 3.488 0.968
N -0.839 2.702 -0.087
H -2.010 3.215 -9.155
H -1.068 1.752 -9.467
H -0.271 3.210 -8.884
H -2.443 3.952 -6.814
H -2.760 3.280 -4.472
H -0.710 -0.419 -5.281
H -0.397 0.288 -7.629
H -3.472 3.517 -2.024
H -3.957 4.935 -0.031
H -2.347 4.947 1.879
H -0.356 3.457 1.771
Br 2.786 -4.302 -3.343
C 1.434 -3.643 -2.225
C 0.503 -4.485 -1.640
C -0.443 -3.925 -0.800
C -0.444 -2.561 -0.592
N 0.440 -1.744 -1.181
C 1.370 -2.288 -1.973
H 0.527 -5.550 -1.831
H -1.181 -4.541 -0.305
H -1.165 -2.100 0.066
H 2.123 -1.630 -2.381
F 1.806 1.901 1.303
As 3.011 1.727 0.086
F 4.010 0.884 1.149
F 3.574 3.288 0.360
F 4.017 1.504 -1.270
F 1.702 2.296 -1.063
F 2.222 0.140 -0.431
N 1.453 0.667 -3.052
H 1.361 -0.106 -3.704
H 2.446 0.822 -2.885
H 1.127 1.494 -3.552
```


2.
Here is a molecular structure, C33H32BrNO4P2Re in a non-equilibrium geometry from the OMol25 dataset. Energies are from the ωB97M-V functional and the def2-TZVPD basis.

The LUMO energy (alpha / beta) comes out at -15.36 / -14.68 eV. Its expectation value of S² is 3.789. Its HOMO-LUMO gap (alpha / beta) is 3.203 / 3.879 eV. The calculation puts the HOMO energy (alpha / beta) at -0.682 / -0.682 Eh. Its molar mass is 834.68 u. Its total charge is +4. The calculation puts the total energy at -135131.16698 eV. Its multiplicity is 4.

Structure (XYZ):
```
74
C33H32BrNO4P2Re, DFT the ωB97M-V functional and the def2-TZVPD basis
Re -0.199 0.121 -0.241
O -4.891 3.303 2.067
C -3.830 2.641 1.749
C -2.647 2.537 2.515
C -1.580 1.809 2.043
N -1.596 1.191 0.851
C -2.746 1.265 0.146
Br -2.491 0.211 -1.465
C -3.867 1.938 0.507
H -4.898 3.769 2.922
H -2.577 3.030 3.474
H -0.672 1.693 2.619
H -4.776 1.969 -0.079
O 1.051 -0.863 -1.611
P 2.463 -0.882 -2.156
C 3.289 0.732 -1.788
P 3.053 1.230 -0.015
O 1.585 1.161 0.376
C 3.642 2.950 0.118
C 2.920 3.846 0.903
C 3.316 5.173 0.959
C 4.466 5.576 0.295
C 5.189 4.682 -0.486
C 4.796 3.355 -0.550
C 4.030 0.175 1.090
C 3.356 -0.535 2.082
C 4.081 -1.329 2.953
C 5.465 -1.383 2.858
C 6.133 -0.677 1.865
C 5.419 0.126 0.992
C 2.406 -1.217 -3.942
C 3.414 -0.791 -4.799
C 3.321 -1.093 -6.150
C 2.267 -1.872 -6.610
C 1.254 -2.282 -5.757
C 1.338 -1.984 -4.407
C 3.490 -2.161 -1.381
C 4.768 -2.389 -1.887
C 5.600 -3.295 -1.254
C 5.138 -4.000 -0.151
C 3.858 -3.781 0.339
C 3.017 -2.875 -0.285
H 2.855 1.519 -2.415
H 4.352 0.656 -2.011
H 2.047 3.507 1.442
H 2.743 5.879 1.543
H 4.833 6.588 0.421
H 6.066 5.009 -1.026
H 5.384 2.666 -1.139
H 2.279 -0.467 2.150
H 3.569 -1.886 3.723
H 6.034 -1.950 3.581
H 7.209 -0.722 1.792
H 5.950 0.708 0.254
H 4.241 -0.191 -4.447
H 4.078 -0.727 -6.829
H 2.259 -2.197 -7.646
H 0.416 -2.858 -6.124
H 0.574 -2.324 -3.722
H 5.115 -1.876 -2.773
H 6.595 -3.464 -1.638
H 5.773 -4.746 0.306
H 3.511 -4.329 1.201
H 2.011 -2.704 0.071
C -1.924 -2.968 0.407
C -0.963 -2.468 1.406
C -0.756 -3.291 2.620
O -0.306 -1.415 1.281
H -1.803 -4.038 0.238
H -1.860 -2.429 -0.537
H -2.935 -2.859 0.809
H -1.666 -3.826 2.895
H -0.389 -2.699 3.456
H -0.006 -4.056 2.395
```


3.
Here is a molecular structure, C33H32CaF7NO11S in a non-equilibrium geometry from the OMol25 dataset. Energies are from the ωB97M-V functional and the def2-TZVPD basis.

The LUMO energy comes out at -9.06 eV. Its HOMO-LUMO gap is 5.028 eV. The calculation puts the HOMO energy at -0.518 Eh. Its molar mass is 823.75 u. Its total charge is +2. The calculation puts the total energy at -107022.89363 eV. Its multiplicity is 1.

Structure (XYZ):
```
86
C33H32CaF7NO11S, DFT the ωB97M-V functional and the def2-TZVPD basis
C -4.581 5.065 -1.731
C -5.499 4.389 -0.660
O -5.845 5.034 0.285
O -5.951 3.025 -0.706
C -5.073 2.188 0.042
O -5.501 1.727 1.054
C -3.643 1.925 -0.557
C -3.345 0.431 -0.839
C -3.994 -0.308 -2.002
C -4.986 0.536 -2.892
C -4.216 1.559 -3.834
O -4.814 2.480 -4.262
F -2.876 1.395 -4.103
C -3.649 -1.804 -2.313
S -4.483 -2.546 -3.783
O -5.931 -2.652 -3.581
O -4.199 -1.663 -4.898
F -3.925 -4.009 -4.197
C -2.597 -2.565 -1.371
C -2.178 -4.044 -1.676
C -1.142 -3.967 -2.911
O -0.720 -5.248 -3.351
C -1.982 -1.801 -0.198
C -2.353 -0.348 0.060
C -1.633 0.376 1.279
O -2.201 1.105 2.047
C -0.109 0.012 1.415
C 0.918 1.025 1.749
C 0.428 2.487 1.973
C 2.355 0.593 1.820
C 3.410 1.699 2.149
C 3.262 2.362 3.583
C 3.454 1.382 4.813
C 4.650 0.352 4.669
C 2.101 0.617 5.214
C 2.703 -0.838 1.546
C 4.182 -1.345 1.572
C 4.915 -0.676 0.311
C 4.542 -1.376 -1.054
C 4.763 -0.429 -2.308
F 4.784 -1.293 -3.416
F 6.003 0.185 -2.275
C 3.566 0.583 -2.548
F 2.731 0.149 -3.561
F 2.784 0.808 -1.435
F 4.035 1.820 -2.956
C 1.651 -1.852 1.232
O 1.957 -3.212 1.014
N 2.112 -3.494 -0.340
O 2.852 -4.403 -0.423
C 0.243 -1.430 1.145
C -0.912 -2.416 0.779
O -0.983 -3.526 1.244
H -3.502 4.746 -1.676
H -4.935 4.918 -2.792
H -4.624 6.175 -1.542
H -2.896 2.407 0.144
H -3.571 2.536 -1.509
H -5.669 1.186 -2.266
H -5.653 -0.090 -3.540
H -3.111 -4.629 -1.936
H -1.679 -4.572 -0.823
H -1.550 -3.353 -3.767
H -0.248 -3.383 -2.525
H 0.123 -5.411 -2.882
H 0.118 2.585 3.060
H -0.470 2.775 1.370
H 1.250 3.249 1.835
H 3.230 2.532 1.398
H 4.473 1.383 1.997
H 4.090 3.134 3.658
H 2.303 2.921 3.740
H 3.699 2.025 5.713
H 4.189 -0.668 4.499
H 5.320 0.554 3.777
H 5.342 0.331 5.558
H 2.378 -0.408 5.605
H 1.612 1.157 6.074
H 1.387 0.503 4.355
H 4.723 -1.159 2.533
H 4.198 -2.455 1.394
H 4.590 0.402 0.222
H 6.030 -0.683 0.430
H 5.161 -2.300 -1.231
H 3.444 -1.622 -1.065
Ca -4.826 -2.850 -0.623
```


> Look up the molar mass of the third one.

823.75 u


> The lowest molar mass belongs to which entry?

C33H32CaF7NO11S


> Among the records above, which one has the lowest multiplicity?

C33H32CaF7NO11S


> Which value of multiplicity does entry 1 give?

2